# 1
{"formula": "C2H6N2O", "method": "wB97M-V/def2-TZVPD", "elements": ["N", "C", "O", "H", "H", "H", "C", "N", "H", "H", "H"], "xyz": [[0.8749, -0.1015, -1.3236], [1.8591, -0.4231, -0.4249], [1.6859, -1.2351, 0.5057], [0.0075, -0.1148, -0.6998], [0.8496, 0.7508, -1.8953], [2.8119, 0.2613, -0.4253], [-2.2302, 0.7485, 1.2712], [-1.9635, 0.7811, -0.0094], [-1.2916, 0.9290, 1.8751], [-3.2167, 0.4499, 1.8658], [-2.8010, 0.8945, -0.5134]], "total_charge": 0, "homo_lumo_gap_ev": 10.5, "homo_ha": -0.3587, "energy_ev": -7197.377, "relative_energy_kcal_mol": 55.6}


# 2
{"formula": "C2H6N2O", "method": "wB97M-V/def2-TZVPD", "elements": ["N", "C", "C", "N", "O", "H", "H", "H", "H", "H", "H"], "xyz": [[-0.4287, 1.4669, -0.5083], [0.5285, 0.2768, -0.5530], [-0.1417, -1.0515, -0.3214], [-0.5283, -1.5283, 0.7848], [-0.1655, -0.8439, 1.9075], [-1.2614, 1.1985, -1.1137], [-0.7337, 1.5367, 0.4950], [1.1560, 0.3612, -1.4923], [1.3049, 0.5404, 0.2632], [-0.3441, -1.7059, -1.2011], [0.6140, -0.2507, 1.7393]], "total_charge": 0, "homo_lumo_gap_ev": 10.7, "homo_ha": -0.3651, "energy_ev": -7196.419, "relative_energy_kcal_mol": 77.7}


# 3
{"formula": "C2H6N2O2", "method": "wB97M-V/def2-TZVPD", "elements": ["C", "C", "N", "O", "N", "O", "H", "H", "H", "H", "H", "H"], "xyz": [[-0.5547, 1.0592, -1.0844], [-0.9146, -0.0777, -0.1518], [0.1927, -0.5668, 0.6214], [0.0027, -1.3249, 1.6018], [1.4876, -0.2382, 0.2717], [2.3601, -0.8147, 1.0829], [-0.1968, 1.9181, -0.5234], [0.2207, 0.7518, -1.7786], [-1.4420, 1.3465, -1.6437], [-1.3134, -0.9320, -0.7131], [-1.6805, 0.2256, 0.5708], [1.8382, -1.3469, 1.7464]], "total_charge": 0, "homo_lumo_gap_ev": [9.7, 9.7], "homo_ha": [-0.3352, -0.3351], "energy_ev": -9242.750, "relative_energy_kcal_mol": 105.3}


# 4
{"formula": "C2H6N2O2", "method": "wB97M-V/def2-TZVPD", "elements": ["C", "C", "O", "O", "H", "H", "H", "H", "N", "N", "H", "H"], "xyz": [[1.5149, -0.0342, -0.3245], [0.1691, 0.5220, 0.0233], [-0.0379, -0.1599, 1.6828], [-0.1966, 1.6514, -0.2010], [-0.6093, 0.4790, 2.1399], [1.5708, -0.1465, -1.4102], [2.2785, 0.6698, 0.0050], [1.6939, -0.9994, 0.1461], [-1.1253, -0.7757, -0.3375], [-2.1852, -0.3695, -0.8245], [-1.9729, 0.3425, -1.5468], [-1.0999, -1.1794, 0.6476]], "total_charge": 0, "homo_lumo_gap_ev": 9.2, "homo_ha": -0.3698, "energy_ev": -9243.112, "relative_energy_kcal_mol": 97.0}


# 5
{"formula": "C2H6N2O2", "method": "wB97M-V/def2-TZVPD", "elements": ["C", "C", "N", "N", "O", "O", "H", "H", "H", "H", "H", "H"], "xyz": [[-0.1793, 0.9075, 0.4839], [1.9389, -0.5840, 0.2385], [-2.4776, 0.6867, -0.4603], [-0.9918, 0.3348, -0.3242], [0.1129, 1.9937, 0.9573], [1.6092, -1.8847, -0.0027], [2.1300, 0.0940, -0.5695], [2.3161, -0.4967, 1.2880], [-2.4130, 1.6945, -0.3497], [-2.6936, 0.3298, -1.4671], [-0.7708, -0.6231, -0.5509], [1.4191, -2.4524, 0.7566]], "total_charge": 0, "homo_lumo_gap_ev": [7.8, 7.8], "homo_ha": [-0.2635, -0.2644], "energy_ev": -9241.528, "relative_energy_kcal_mol": 133.5}


# 6
{"formula": "C2H6N2O3", "method": "wB97M-V/def2-TZVPD", "elements": ["C", "C", "N", "N", "O", "O", "O", "H", "H", "H", "H", "H", "H"], "xyz": [[-1.6834, -0.8792, -0.1113], [0.8728, -0.6106, 0.3085], [-0.4986, -0.7656, -0.1166], [-3.5439, 1.5890, -0.6579], [-2.8453, -1.0291, -0.0994], [4.7167, 0.5448, -0.3332], [-4.6342, 1.1313, -0.1734], [0.8838, 0.1321, 1.1348], [1.1514, -1.6355, 0.6447], [1.4754, -0.2999, -0.5333], [4.6652, 1.4900, -0.4545], [4.0204, 0.2393, 0.2599], [-4.5804, 0.0932, 0.1319]], "total_charge": 0, "homo_lumo_gap_ev": [9.0, 9.0], "homo_ha": [-0.3150, -0.3156], "energy_ev": -11289.163, "relative_energy_kcal_mol": 142.2}


# 7
{"formula": "C2H6N2O3", "method": "wB97M-V/def2-TZVPD", "elements": ["C", "C", "N", "O", "H", "H", "H", "H", "H", "O", "N", "O", "H"], "xyz": [[0.3420, 1.2851, -1.4518], [-0.4720, 0.4636, -0.4962], [-0.7365, 0.8836, 0.6686], [-1.5437, 0.0109, 1.3446], [1.2595, 1.5223, -1.0031], [0.6248, 0.5507, -2.1822], [-0.2095, 2.0930, -2.0709], [-0.9162, -0.4833, -0.8502], [-1.9841, 0.5887, 1.9627], [2.3467, -2.0529, 0.5130], [1.2152, -1.5799, 0.5099], [0.3877, -2.0123, 1.5528], [-0.3140, -1.2697, 1.5027]], "total_charge": 0, "homo_lumo_gap_ev": 10.2, "homo_ha": -0.3695, "energy_ev": -11289.005, "relative_energy_kcal_mol": 145.8}


# 8
{"formula": "C2H6N2O3", "method": "wB97M-V/def2-TZVPD", "elements": ["N", "C", "C", "O", "N", "O", "O", "H", "H", "H", "H", "H", "H"], "xyz": [[0.1455, -0.1746, -1.3411], [0.2225, -0.3422, 0.1553], [-0.4468, 0.8649, 0.8373], [-1.5199, 0.4240, 1.5900], [0.6604, 1.4159, 2.0759], [1.7676, 1.5422, 1.7650], [0.1708, 1.4731, 3.1811], [-0.8646, -0.2348, -1.5928], [0.6187, -0.8860, -1.8653], [1.2077, -0.4780, 0.3873], [-0.3601, -1.2517, 0.3626], [-0.5250, 1.7781, 0.2618], [-1.2634, 0.4160, 2.4756]], "total_charge": 0, "homo_lumo_gap_ev": 10.5, "homo_ha": -0.3626, "energy_ev": -11290.094, "relative_energy_kcal_mol": 120.7}


# 9
{"formula": "C2H6N2O3", "method": "wB97M-V/def2-TZVPD", "elements": ["C", "N", "C", "O", "O", "O", "N", "H", "H", "H", "H", "H", "H"], "xyz": [[-0.1885, 0.7883, 0.3377], [-0.6180, -0.5050, 0.3867], [0.2163, -1.5964, 0.1926], [-1.1957, 1.6509, 0.5730], [1.0275, 1.0956, 0.7630], [0.4689, 1.1347, -1.3758], [-0.2874, -2.7469, 0.0492], [-0.8020, 2.4970, 0.8258], [1.3215, 1.3714, -0.2512], [-0.0342, 1.7658, -1.9035], [-1.6123, -0.6768, 0.3173], [0.4321, -3.4510, -0.0886], [1.2721, -1.3278, 0.1739]], "total_charge": 0, "homo_lumo_gap_ev": 10.4, "homo_ha": -0.3640, "energy_ev": -11292.771, "relative_energy_kcal_mol": 58.9}


# 10
{"formula": "C2H6N2O3", "method": "wB97M-V/def2-TZVPD", "elements": ["O", "N", "O", "C", "O", "H", "H", "H", "C", "N", "H", "H", "H"], "xyz": [[-2.4726, -0.4592, -0.9773], [-1.7434, -0.2156, -0.0066], [-1.1618, -1.3603, 0.5540], [-1.3266, 0.9563, 0.3721], [-1.8396, 2.0347, -0.2418], [-1.3316, -1.9312, -0.2421], [-0.5100, 1.1062, 0.9878], [-2.5626, 1.6782, -0.8636], [1.4128, -0.2943, -0.3516], [1.1547, -0.0203, 0.8651], [1.4940, -1.4330, -0.7198], [1.3640, 0.5767, -1.0117], [0.8984, -0.8208, 1.4041]], "total_charge": 0, "homo_lumo_gap_ev": 9.3, "homo_ha": -0.3178, "energy_ev": -11288.856, "relative_energy_kcal_mol": 149.2}


# 11
{"formula": "C2H6N2O3P", "method": "wB97M-V/def2-TZVPD", "elements": ["H", "N", "C", "C", "O", "P", "N", "O", "O", "H", "H", "H", "H", "H"], "xyz": [[1.8789, 1.3232, 0.3442], [1.4762, 0.4965, 0.7147], [0.8762, -0.1422, -0.1892], [0.7764, 0.3014, -1.6014], [0.2774, -1.2788, 0.1294], [-1.2804, -0.7226, 0.8848], [-1.3606, 0.6856, 0.1704], [-2.2813, -1.8771, 0.9944], [-0.5235, -0.7135, 2.3115], [1.6624, 0.9250, -2.0279], [-0.1515, 0.8101, -1.4872], [0.6173, -0.5931, -2.1478], [-2.2208, 0.9047, -0.2765], [0.2532, -0.1192, 2.1806]], "total_charge": -1, "homo_lumo_gap_ev": 8.8, "homo_ha": -0.1730, "energy_ev": -20585.865, "relative_energy_kcal_mol": 36.4}


# 12
{"formula": "C2H6N2OS", "method": "wB97M-V/def2-TZVPD", "elements": ["C", "C", "H", "H", "H", "H", "H", "H", "N", "N", "O", "S"], "xyz": [[-1.2407, 1.9090, 0.5920], [0.0986, 0.0730, 0.1171], [-1.1575, 2.1878, -0.4643], [-1.2231, 2.7400, 1.2169], [-1.9659, 1.3432, 0.9532], [-1.7674, 0.0057, -0.7296], [-1.4633, -2.5937, -0.7711], [0.2619, -1.8153, -1.6686], [-0.8266, -0.4349, -0.5946], [-0.8268, -1.5565, -1.4557], [-0.0303, 1.1675, 0.7787], [1.6240, -0.5725, 0.3333]], "total_charge": 0, "homo_lumo_gap_ev": 8.4, "homo_ha": -0.2951, "energy_ev": -18030.293, "relative_energy_kcal_mol": 104.0}